Density functional theory data (ωB97M-V/def2-TZVPD) for C2H3BF2O in the gas phase in a non-equilibrium geometry.

XYZ file:
```
9
Properties=species:S:1:pos:R:3:forces:R:3
O 1.714403 -0.146056 -1.395395 1.2 -0.3 -1.5
C 1.232621 0.228556 -0.412857 -1.8 0.6 2.5
F 1.512761 1.422487 0.189212 0.7 0.2 -0.6
C 0.132337 -0.370585 0.395509 -1.2 0.7 1.9
B -1.338031 -0.043884 -0.145171 1.0 1.2 0.0
F -1.303761 0.818783 -1.209099 -0.9 -1.2 1.2
H 0.244755 -1.392642 0.568039 0.3 -2.2 -0.7
H 0.156255 -0.136377 1.523423 0.0 0.7 -1.6
H -2.351342 -0.380286 0.486338 0.7 0.3 -1.0
```
Forces are in eV/Å.

As for the total energy: -377.87748 Ha. As for the SMILES: O=C(F)CBF. As for the energy relative to the best compared isomer or geometry (same formula, charge and spin): 4.61 kJ/mol. The HOMO-LUMO gap comes out at 11.99 eV. The HOMO energy comes out at -11.6 eV. Its LUMO energy is 0.4 eV. As for the largest force on an atom: 3.11 eV/A.

=====

Density functional theory data (ωB97M-V/def2-TZVPD) for C5H11N in the gas phase.

XYZ file:
```
17
Properties=species:S:1:pos:R:3:forces:R:3
C 0.059063 -2.080951 0.513219 -0.1 0.0 0.1
C 1.004980 -1.183726 -0.265487 0.1 -0.2 0.0
N 0.495433 0.151204 -0.453004 -0.1 0.1 -0.4
C 1.031854 1.426691 -0.099098 0.2 0.2 -0.1
C -0.337734 0.989184 0.338040 -0.2 0.2 0.1
C -1.589912 1.411091 -0.387219 -0.1 0.1 0.0
H 0.456829 -3.103486 0.566843 -0.1 0.3 0.0
H -0.085008 -1.702864 1.533754 0.0 -0.2 -0.2
H -0.914023 -2.115056 0.004322 0.2 0.0 0.2
H 2.009988 -1.193824 0.168147 0.0 0.1 0.2
H 1.098545 -1.578511 -1.277972 0.2 -0.3 0.0
H 1.789537 1.538736 0.688925 -0.2 -0.3 -0.2
H 1.152777 2.107395 -0.943836 0.0 0.1 0.3
H -0.438650 0.831192 1.416712 0.1 -0.2 -0.2
H -2.162229 2.201981 0.094214 0.1 0.1 0.2
H -2.243620 0.549716 -0.511177 -0.1 -0.1 0.1
H -1.327832 1.751228 -1.386384 0.1 0.0 -0.1
```
Forces are in eV/Å.

As for the total energy: -251.80603 Ha. As for the SMILES: CCN1C[C@H]1C. As for the energy relative to the best compared isomer or geometry (same formula, charge and spin): 148.35 kJ/mol. The HOMO-LUMO gap comes out at 9.68 eV. The HOMO energy comes out at -8.5 eV. Its LUMO energy is 1.2 eV. As for the largest force on an atom: 0.41 eV/A.

=====

Density functional theory data (ωB97M-V/def2-TZVPD) for a gas-phase ion, C5H6N3 (charge +1) in a non-equilibrium geometry.

XYZ file:
```
14
Properties=species:S:1:pos:R:3:forces:R:3
C 1.174905 0.673666 -0.036851 -1.2 1.1 -2.7
N -0.158675 0.073977 -0.108451 -0.5 0.9 0.2
C -0.420699 -1.216695 0.176758 -1.4 -2.7 2.8
C -1.801900 -1.327410 0.375889 2.4 1.6 -1.8
N -2.328913 -0.074781 0.028404 2.2 -1.8 0.9
C -3.628462 0.220004 -0.035148 0.6 0.0 -0.2
N -4.725551 0.462888 -0.175494 -1.8 0.4 -0.1
C -1.305782 0.754593 -0.212380 -0.8 0.0 -0.5
H 1.917441 -0.024390 -0.423109 -0.2 0.4 -0.5
H 0.966165 1.640078 -0.584164 1.4 -1.0 0.4
H 1.415458 0.865235 0.947571 0.3 0.5 2.2
H 0.345867 -1.984389 0.586782 -1.3 1.6 -1.4
H -2.427228 -2.146929 0.397504 -1.1 -1.6 0.6
H -1.643757 1.721089 -0.555117 1.3 0.5 0.1
```
Forces are in eV/Å.

As for the total energy: -358.07456 Ha. As for the SMILES: C[n+]1ccn(C#N)c1. As for the energy relative to the best compared isomer or geometry (same formula, charge and spin): 138.00 kJ/mol. The HOMO-LUMO gap comes out at 10.61 eV. As for the net charge: +1. The HOMO energy comes out at -15.2 eV. Its LUMO energy is -4.6 eV. As for the largest force on an atom: 4.08 eV/A.

=====

Density functional theory data (ωB97M-V/def2-TZVPD) for a molecular structure, C3H11NO in a non-equilibrium geometry.

XYZ file:
```
16
Properties=species:S:1:pos:R:3:forces:R:3
C -1.456863 -1.272529 0.214896 -3.7 -2.9 2.9
O -0.664618 -0.638335 1.281782 -0.1 -0.2 -4.4
H -2.321720 -1.700713 0.826293 0.5 0.4 -1.3
H -1.921543 -0.660133 -0.603551 0.6 -0.1 0.7
H -0.986474 -2.189858 -0.213935 0.1 0.7 0.0
C 1.844732 0.230499 0.018540 0.1 -0.2 -0.8
N 0.577090 0.266492 -0.734282 0.3 -1.5 0.2
C -0.234096 1.465855 -0.655869 0.8 0.5 0.7
H 2.276140 -0.785182 0.053353 -0.4 0.3 -0.2
H 2.595766 0.889940 -0.416438 0.1 0.2 0.1
H 1.641391 0.499427 1.036849 -0.2 0.3 0.4
H -0.270881 -0.461633 0.182892 2.5 1.6 2.7
H 0.655931 -0.157561 -1.664483 0.0 0.6 0.5
H -0.177256 1.892952 0.370735 0.2 -0.4 -0.7
H -1.265344 1.179153 -0.784440 -0.3 0.3 -0.4
H 0.128673 2.191891 -1.366956 -0.3 0.5 -0.3
```
Forces are in eV/Å.

As for the total energy: -250.77640 Ha. As for the energy relative to the best compared isomer or geometry (same formula, charge and spin): 315.70 kJ/mol. The HOMO-LUMO gap comes out at 9.88 eV. The HOMO energy comes out at -9.0 eV. Its LUMO energy is 0.9 eV. As for the largest force on an atom: 5.55 eV/A.

=====

Density functional theory data (ωB97M-V/def2-TZVPD) for a molecular structure, C2HClO4 in a non-equilibrium geometry.

XYZ file:
```
8
Properties=species:S:1:pos:R:3:forces:R:3
C -1.712685 0.256153 -0.262526 2.3 -2.2 -0.1
C 0.899738 -0.363424 0.404947 -1.2 5.2 3.6
O -1.931658 1.336837 -0.510110 -1.8 2.9 -0.4
O -1.192157 -0.766789 -0.093873 -2.4 -1.5 0.1
O 0.546227 0.248074 1.435697 2.6 -3.9 -3.9
O 0.828049 0.401736 -0.809308 1.3 -4.1 0.2
Cl 1.592181 -2.470352 0.633516 -1.1 3.7 -1.0
H 0.970307 1.357768 -0.798340 0.2 -0.1 1.3
```
Forces are in eV/Å.

As for the total energy: -837.89699 Ha. As for the energy relative to the best compared isomer or geometry (same formula, charge and spin): 315.33 kJ/mol. The HOMO-LUMO gap comes out at 9.31 eV. The HOMO energy comes out at -11.3 eV. Its LUMO energy is -2.0 eV. As for the largest force on an atom: 6.48 eV/A.

=====

Density functional theory data (ωB97M-V/def2-TZVPD) for 2 unconnected molecules or ions with the total composition C3H10NO2 in a non-equilibrium geometry.

XYZ file:
```
16
Properties=species:S:1:pos:R:3:forces:R:3
C 1.548768 -0.712778 -0.216196 -0.3 0.5 -1.6
C 0.365920 -0.656250 -1.231983 1.0 0.4 1.5
C -0.720107 0.289787 -0.735577 -1.1 1.5 0.6
O -0.947982 0.413434 0.630324 0.1 -1.0 -1.1
N 2.537091 -1.708768 -0.723497 -0.1 0.5 1.2
H 1.018272 -0.755698 0.726879 0.5 -1.0 0.7
H 2.124983 0.212308 -0.186141 -0.5 0.5 -0.1
H 0.821307 -0.167674 -2.116540 -0.7 -1.1 -0.4
H -0.063194 -1.675916 -1.278365 0.6 0.2 -0.6
H -1.650685 0.071609 -1.359555 0.5 0.0 0.5
H -0.378482 1.261975 -1.132198 -0.1 0.5 -0.2
H 2.265802 -1.869777 -1.679841 0.1 -0.7 0.0
H 2.531434 -2.540988 -0.154948 -0.1 -0.4 -0.4
H -1.569000 1.934885 2.283892 -0.2 0.9 0.5
H -2.325747 1.345248 1.368090 -0.5 0.3 -0.5
O -2.485321 2.111650 1.997974 0.9 -1.2 -0.1
```
Forces are in eV/Å.

As for the total energy: -325.51070 Ha. As for the energy relative to the best compared isomer or geometry (same formula, charge and spin): 115.46 kJ/mol. The HOMO-LUMO gap comes out at 7.31 eV. As for the net charge: -1. The HOMO energy comes out at -3.1 eV. Its LUMO energy is 4.2 eV. As for the largest force on an atom: 1.88 eV/A.